# C30H44BiCl2NP

A molecular structure, C30H44BiCl2NP (ωB97M-V/def2-TZVPD, the Open Molecules 2025 dataset).

Geometry as XYZ:
```
79
Properties=species:S:1:pos:R:3:lowdin_charge:R:1
H 1.2441 5.4216 -1.3849 0.11
H 3.4299 -1.2165 -1.8036 0.11
H -2.5328 2.1568 -3.0435 0.10
C 1.8452 0.7479 7.1030 -0.07
H 0.4683 -1.7331 -2.2978 0.09
C -1.3134 4.8265 -0.0284 -0.21
C -1.9202 0.4165 -1.8766 -0.48
H 0.6358 -2.2520 8.1978 0.10
C -2.5621 1.0581 -3.1131 -0.22
N 0.7044 -0.4456 5.3632 -0.11
H 1.9616 -0.2502 9.0242 0.10
H -3.4425 -2.6892 -2.1780 0.11
C -1.3476 3.3307 -0.3404 -0.23
H 3.4299 -4.1019 1.8130 0.09
H 3.3166 0.6726 -3.9658 0.11
H 3.8494 -1.6815 -4.1428 0.10
C 1.2218 4.8392 -0.4529 -0.21
H 0.0577 6.4164 0.4356 0.10
H -4.4600 1.0216 -4.1391 0.10
H -0.4321 3.3639 -2.3396 0.10
C -4.0175 0.5972 -3.2326 -0.21
H 2.1736 -2.1205 -4.4411 0.11
H -3.9458 -1.3796 -1.1176 0.11
C -3.4249 -1.6000 -2.0578 -0.20
C 0.3738 -5.5576 1.5339 -0.14
C -1.9711 -1.1245 -1.9163 -0.20
H -2.3431 3.0486 -0.7149 0.10
Bi -0.8755 -0.1456 3.2573 1.00
H -0.0984 -2.3197 5.8349 0.11
H -1.1952 2.7495 0.5818 0.07
Cl 1.1243 0.7706 1.9624 -0.21
C 1.7688 -5.4492 1.6191 -0.16
H 2.6802 -2.7680 -2.1694 0.11
H -1.8186 -2.2860 1.8309 -0.04
H 0.3440 0.0101 -4.2568 0.11
H 1.3510 2.7500 0.0917 0.05
C 2.8169 -1.4331 -3.8750 -0.21
C -0.4346 -4.4495 1.7223 -0.09
H 1.0957 1.6061 -4.0307 0.10
C 1.5618 -3.0586 2.0350 -0.09
C 1.1463 0.3345 -2.2670 -0.48
C 2.6207 -1.6921 -2.3716 -0.20
H 2.1720 5.0209 0.0618 0.10
C 2.5189 0.0049 -4.3203 -0.22
H 1.5325 1.4472 5.0716 0.09
C -0.7870 -2.0561 2.1440 -0.46
H 1.2069 -1.2556 -0.7587 0.10
C 0.1235 -3.1434 1.9923 -0.39
C 0.8815 -1.4143 7.5470 -0.07
H 2.0106 -2.0736 2.1991 0.07
H -0.0839 -6.5198 1.3110 0.08
H 2.3888 1.6511 7.3884 0.10
H -1.3962 -1.4923 -2.7799 0.10
H -2.4799 0.6986 -0.9569 0.03
H 1.9382 3.1072 -1.5418 0.10
H 0.2360 5.0111 1.4625 0.11
H -5.2097 -1.2047 -3.2032 0.10
C 0.4610 -1.4626 6.2198 -0.14
C 1.1544 3.3519 -0.8104 -0.23
H -2.0003 0.7625 -4.0144 0.11
C 1.5973 -0.3001 7.9960 -0.08
P -0.2846 1.1336 -1.5429 1.05
C -0.2360 2.9303 -1.3409 -0.47
H -3.7405 -1.3222 -4.1727 0.11
C 1.1851 0.5394 -3.7837 -0.22
C 0.0623 5.3224 0.4250 -0.21
H 2.3878 -6.3335 1.5054 0.07
H -2.0596 5.0278 0.7482 0.11
H -4.5786 1.0135 -2.3873 0.11
C -4.1498 -0.9315 -3.2313 -0.21
H 1.9974 0.8693 -1.7935 0.11
C 1.2856 -1.1527 -1.8533 -0.20
H -1.5256 -1.5416 -0.9976 0.11
H -1.5252 -4.5280 1.6483 0.09
H -1.6233 5.3736 -0.9297 0.11
C 1.3792 0.6410 5.7935 -0.15
H 2.5119 0.0729 -5.4136 0.10
C 2.3438 -4.1881 1.8255 -0.14
Cl -2.7804 0.5565 1.6439 -0.25
```

Calculated values
Net charge: -1
Orbital gap (alpha / beta), eV: 5.03 / 5.03
LUMO level (alpha / beta), eV: 2.434 / 2.434
ΔE to the lowest compared entry with this formula, charge and spin, kcal per mole: 35.86

=====

# CH4N2O2

2 unconnected molecules or ions with the total composition CH4N2O2 (ωB97M-V/def2-TZVPD, the Open Molecules 2025 dataset).

Geometry as XYZ:
```
9
Properties=species:S:1:pos:R:3:lowdin_charge:R:1
C 0.6423 0.5434 0.4443 0.11
H -0.3638 -1.2624 -0.9657 0.00
O 0.8728 -0.8376 2.2154 0.07
O 1.7832 -1.4052 0.3469 0.05
H 0.0994 1.2155 1.0854 0.09
N -0.9066 -0.4605 -0.6604 0.09
H -1.4956 -0.7243 0.1259 0.00
H 1.1892 0.9102 -0.4081 0.09
N 1.1457 -0.6456 1.0492 -0.50
```

Calculated values
Orbital gap (alpha / beta), eV: 9.33 / 9.32
LUMO level (alpha / beta), eV: -1.288 / -1.285
ΔE to the lowest compared entry with this formula, charge and spin, kcal per mole: 120.58

=====

# C4H9N3

2 unconnected molecules or ions with the total composition C4H9N3 (ωB97M-V/def2-TZVPD, the Open Molecules 2025 dataset).

Geometry as XYZ:
```
16
Properties=species:S:1:pos:R:3:lowdin_charge:R:1
H 0.4795 1.4218 1.1829 0.02
C -0.1272 -1.0776 -1.2268 0.00
H -2.8843 2.9816 -0.0428 0.08
C -1.2141 2.1847 0.8401 -0.39
N 0.0490 2.2017 0.7049 0.05
N -1.9653 3.2241 0.3141 0.04
N 1.0994 -2.6824 0.1664 -0.02
C 0.2126 -2.3122 -0.8482 -0.27
H 2.8989 -2.4672 1.0065 0.07
H 2.6582 -1.5636 -0.6301 0.08
H -0.2649 -3.1503 -1.3472 0.10
H -1.4048 3.8544 -0.2527 0.09
H -1.7801 1.5574 1.5312 0.11
H 0.4234 -0.2060 -0.8983 0.03
C 2.2686 -2.1990 0.1652 -0.04
H -0.9473 -0.9539 -1.9178 0.05
```

Calculated values
SMILES string: [H]/N=C/N.C=CN=C
Orbital gap, eV: 10.13
LUMO level, eV: 0.945
ΔE to the lowest compared entry with this formula, charge and spin, kcal per mole: 48.48

=====

# C4H9N2

A gas-phase ion, C4H9N2 (charge +1) (ωB97M-V/def2-TZVPD, the Open Molecules 2025 dataset).

Geometry as XYZ:
```
15
Properties=species:S:1:pos:R:3:lowdin_charge:R:1
H 2.3448 0.6694 -0.1504 0.08
H 2.0496 2.3763 -0.3434 0.14
H -2.3830 -0.2309 0.4495 0.19
N -0.8167 -0.9600 -1.0829 0.15
C -1.5710 -1.0521 0.2234 0.03
H 0.7105 -0.9805 0.5919 0.14
H -1.1745 -0.2931 -1.7727 0.19
H -0.4727 1.6681 -0.3404 0.15
C 0.1764 0.9347 0.2179 -0.16
N 1.1229 1.5912 1.3376 0.05
H 1.4758 1.0179 2.0880 0.09
C -0.1529 -0.5588 0.1856 -0.17
H -1.8187 -2.1159 0.4241 0.14
H -0.4732 -1.8315 -1.3869 0.16
C 1.6166 1.4031 0.0117 -0.19
```

Calculated values
Net charge: +1
SMILES string: C1N[C@@H]1[C@H]1C[NH2+]1
Orbital gap, eV: 10.00
LUMO level, eV: -3.576
ΔE to the lowest compared entry with this formula, charge and spin, kcal per mole: 101.18

=====

# CHIOS2

CHIOS2 in the gas phase (ωB97M-V/def2-TZVPD, the Open Molecules 2025 dataset).

Geometry as XYZ:
```
6
Properties=species:S:1:pos:R:3:lowdin_charge:R:1
I 2.3626 1.0215 0.3191 0.87
C 0.4172 0.5699 -0.1437 -0.92
S -0.4324 -1.4554 1.4914 0.25
H -0.2418 1.2825 -0.0369 -0.08
O -1.7364 -0.4708 -0.9626 -0.59
S -0.3692 -0.9477 -0.6672 0.46
```

Calculated values
SMILES string: O=S(=S)=CI
Orbital gap (alpha / beta), eV: 7.80 / 6.57
LUMO level (alpha / beta), eV: -1.997 / -2.485
ΔE to the lowest compared entry with this formula, charge and spin, kcal per mole: 88.49

=====

# C5H11NO

2 unconnected molecules or ions with the total composition C5H11NO (ωB97M-V/def2-TZVPD, the Open Molecules 2025 dataset).

Geometry as XYZ:
```
18
Properties=species:S:1:pos:R:3:lowdin_charge:R:1
C -1.1156 -0.1498 0.2892 -0.18
H -1.4578 -1.8931 0.8881 0.12
C -0.3890 -2.2495 -0.7810 -0.09
H 0.4425 4.0494 0.2032 0.04
H -1.6008 0.2754 1.1878 0.11
N -0.6611 -1.4509 0.4263 -0.08
H -0.6211 1.0127 -1.5492 0.09
C 0.5509 3.0907 -0.2848 -0.01
O 2.2238 -1.1557 0.7005 -0.06
H 2.6200 -1.5399 1.4797 0.03
C -0.6796 0.9167 -0.4698 -0.13
H -1.3208 -2.4731 -1.3194 0.08
H 0.2200 -1.7238 -1.5078 0.08
C -0.0929 2.0430 0.2667 -0.22
H -0.5862 2.1862 1.2207 0.09
H 1.0670 3.0400 -1.2226 0.04
H 1.3579 -0.7920 0.9248 0.01
H 0.0429 -3.1864 -0.4524 0.08
```

Calculated values
SMILES string: C=C/C=C/NC.O
Orbital gap, eV: 7.70
LUMO level, eV: 0.403
ΔE to the lowest compared entry with this formula, charge and spin, kcal per mole: 90.96

=====

The lowest ΔE to the lowest compared entry with this formula, charge and spin belongs to which entry?
C30H44BiCl2NP

=====

Repeat the third record exactly.
# C4H9N3

2 unconnected molecules or ions with the total composition C4H9N3 (ωB97M-V/def2-TZVPD, the Open Molecules 2025 dataset).

Geometry as XYZ:
```
16
Properties=species:S:1:pos:R:3:lowdin_charge:R:1
H 0.4795 1.4218 1.1829 0.02
C -0.1272 -1.0776 -1.2268 0.00
H -2.8843 2.9816 -0.0428 0.08
C -1.2141 2.1847 0.8401 -0.39
N 0.0490 2.2017 0.7049 0.05
N -1.9653 3.2241 0.3141 0.04
N 1.0994 -2.6824 0.1664 -0.02
C 0.2126 -2.3122 -0.8482 -0.27
H 2.8989 -2.4672 1.0065 0.07
H 2.6582 -1.5636 -0.6301 0.08
H -0.2649 -3.1503 -1.3472 0.10
H -1.4048 3.8544 -0.2527 0.09
H -1.7801 1.5574 1.5312 0.11
H 0.4234 -0.2060 -0.8983 0.03
C 2.2686 -2.1990 0.1652 -0.04
H -0.9473 -0.9539 -1.9178 0.05
```

Calculated values
SMILES string: [H]/N=C/N.C=CN=C
Orbital gap, eV: 10.13
LUMO level, eV: 0.945
ΔE to the lowest compared entry with this formula, charge and spin, kcal per mole: 48.48

=====

Please write out number 3 again, unchanged.
# C4H9N3

2 unconnected molecules or ions with the total composition C4H9N3 (ωB97M-V/def2-TZVPD, the Open Molecules 2025 dataset).

Geometry as XYZ:
```
16
Properties=species:S:1:pos:R:3:lowdin_charge:R:1
H 0.4795 1.4218 1.1829 0.02
C -0.1272 -1.0776 -1.2268 0.00
H -2.8843 2.9816 -0.0428 0.08
C -1.2141 2.1847 0.8401 -0.39
N 0.0490 2.2017 0.7049 0.05
N -1.9653 3.2241 0.3141 0.04
N 1.0994 -2.6824 0.1664 -0.02
C 0.2126 -2.3122 -0.8482 -0.27
H 2.8989 -2.4672 1.0065 0.07
H 2.6582 -1.5636 -0.6301 0.08
H -0.2649 -3.1503 -1.3472 0.10
H -1.4048 3.8544 -0.2527 0.09
H -1.7801 1.5574 1.5312 0.11
H 0.4234 -0.2060 -0.8983 0.03
C 2.2686 -2.1990 0.1652 -0.04
H -0.9473 -0.9539 -1.9178 0.05
```

Calculated values
SMILES string: [H]/N=C/N.C=CN=C
Orbital gap, eV: 10.13
LUMO level, eV: 0.945
ΔE to the lowest compared entry with this formula, charge and spin, kcal per mole: 48.48

=====

Among the records above, which one has the lowest ΔE to the lowest compared entry with this formula, charge and spin?
C30H44BiCl2NP